Entry 1:
Computed, not measured: the molecule C5H14NOP, with ωB97M-V/def2-TZVPD.

Properties
ΔE to the lowest compared entry with this formula, charge and spin	16.0	kcal/mol
highest occupied orbital energy	-0.289	Ha
calculated total energy	-670.227216	Eh
frontier orbital gap	8.99	eV
SMILES	COCCNP(C)C

Geometry (Å):
C1 -1.85443 2.44467 0.92166
O1 -1.70321 1.18465 0.29494
C2 -0.87620 1.26312 -0.84587
C3 -0.82737 -0.09644 -1.54427
N1 0.39539 -0.83404 -1.21133
P1 0.35183 -1.58492 0.35709
C4 1.80001 -2.70246 0.12148
C5 1.18152 -0.34136 1.43523
H1 -2.61408 2.33764 1.68579
H2 -0.91283 2.76233 1.37079
H3 -2.18833 3.20650 0.21602
H4 0.14182 1.53118 -0.56761
H5 -1.27146 2.00274 -1.54384
H6 -0.82436 0.08080 -2.61317
H7 -1.73283 -0.63258 -1.25541
H8 0.63050 -1.51833 -1.91858
H9 2.68200 -2.10826 -0.10813
H10 1.58682 -3.32231 -0.74125
H11 1.92932 -3.29844 1.01256
H12 1.92292 0.20866 0.85859
H13 0.46317 0.32560 1.88825
H14 1.71980 -0.90878 2.18704

Atomic forces in eV per Å
0.053 -0.382 -0.109
-0.125 0.178 0.044
-0.078 -0.463 -0.192
0.352 0.236 0.197
-0.058 0.091 0.284
-0.055 -0.342 0.246
-0.394 0.755 -0.384
0.190 -0.273 -0.569
-0.044 -0.050 0.199
0.109 0.142 0.101
0.006 0.091 -0.171
0.198 0.271 0.033
-0.073 0.266 -0.003
-0.096 -0.082 -0.241
-0.176 -0.120 -0.123
-0.067 0.051 -0.027
0.233 -0.036 0.128
0.008 -0.424 -0.023
0.163 -0.237 0.128
0.026 0.162 -0.064
-0.124 0.181 0.164
-0.049 -0.017 0.382



Entry 2:
Computed, not measured: the molecule C5H14NOP in a non-equilibrium geometry, with ωB97M-V/def2-TZVPD.

Properties
ΔE to the lowest compared entry with this formula, charge and spin	77.3	kcal/mol
highest occupied orbital energy (spin up / spin down)	-0.108 / -0.313	Ha
2S+1	3
calculated total energy	-669.991907	Eh
frontier orbital gap (spin up / spin down)	4.16 / 6.96	eV
expectation value of S²	2.010

Geometry (Å):
C1 0.63941 0.96377 -2.34567
C2 -1.14351 0.35751 2.09836
C3 1.84799 -1.51402 -0.31807
C4 -1.11168 -0.79113 -1.11633
C5 -0.73028 1.68188 1.42116
N1 1.41583 -0.38864 0.43710
O1 -0.53058 1.60728 -0.02489
P1 0.06054 0.45968 -0.88676
H1 1.12782 1.98738 -2.30638
H2 0.78104 0.33113 -3.18044
H3 -0.44779 -0.34295 1.68233
H4 -0.83667 0.50855 3.18495
H5 -2.18275 0.17065 1.78084
H6 2.08987 -2.35090 0.38555
H7 1.10852 -1.95984 -1.07714
H8 2.82411 -1.26995 -0.84993
H9 -1.93612 -0.18113 -1.36677
H10 -0.90777 -1.61225 -1.92549
H11 -1.34942 -1.34279 -0.19549
H12 0.08063 2.22181 1.77637
H13 -1.47246 2.50110 1.43650
H14 2.05662 0.29481 0.58508

Atomic forces in eV per Å
1.215 3.999 -2.239
0.930 2.191 0.094
2.394 -1.555 -0.387
-0.538 -2.830 -1.031
-2.148 0.386 -1.350
-3.209 -2.558 0.135
-1.592 1.253 -0.140
2.041 -2.153 3.379
-0.572 -1.482 -0.449
0.022 -0.489 -0.793
0.126 -0.790 0.082
-1.227 -0.538 -1.141
0.362 -0.240 0.934
-0.176 0.406 -0.582
0.823 0.971 1.038
-1.130 -0.656 0.214
-1.980 0.245 -0.644
-0.256 1.944 1.260
0.237 0.322 -0.190
2.247 0.103 1.073
-0.355 -0.811 0.400
2.787 2.282 0.336



Entry 3:
Computed, not measured: a cluster of 2 separate species, C5H14NP in total in a non-equilibrium geometry, with ωB97M-V/def2-TZVPD.

Properties
ΔE to the lowest compared entry with this formula, charge and spin	59.7	kcal/mol
highest occupied orbital energy	-0.294	Ha
calculated total energy	-594.891895	Eh
frontier orbital gap	8.89	eV
SMILES	C/C=P/N(C)C.C

Geometry (Å):
C1 0.49186 -2.57470 -1.61097
C2 0.16629 -1.79871 -0.35337
P1 1.21564 -0.68680 0.38613
N1 0.59514 0.01029 1.84068
C3 -0.70777 -0.40265 2.17726
C4 1.10813 1.23589 2.37073
H1 0.08885 -3.53747 -1.52316
H2 0.23068 -2.00715 -2.39940
H3 1.50748 -2.61696 -1.74897
H4 -0.67418 -2.14459 0.16927
H5 -1.48010 -0.31576 1.40570
H6 -0.78361 -1.55271 2.45910
H7 -1.27908 0.21974 3.01218
H8 1.62186 1.74407 1.62468
H9 0.37852 1.78352 2.77459
H10 1.75419 1.11293 3.20824
C5 -0.84646 2.38213 -2.80388
H11 -0.01252 2.34944 -2.23659
H12 -0.89949 1.35446 -2.96250
H13 -1.57975 2.55135 -2.10821
H14 -0.89568 2.89366 -3.68149

Atomic forces in eV per Å
0.052 0.693 3.250
1.506 1.093 1.295
0.212 0.100 -0.515
-0.454 -1.669 -1.666
-3.349 -1.406 2.654
1.869 -2.288 -0.370
-0.688 -1.282 -0.424
-1.835 1.391 -3.053
2.763 -0.553 -0.039
-1.377 -0.197 0.543
0.405 0.098 -0.718
0.353 2.234 -0.190
1.835 -1.242 -1.145
0.925 1.240 -1.258
-3.251 2.396 0.966
1.026 -0.590 0.653
-0.683 -1.773 0.486
3.432 1.091 1.329
-0.617 -2.022 -0.996
-2.281 0.981 1.288
0.156 1.705 -2.092



Entry 4:
Computed, not measured: a cluster of 2 separate species, C5H14NP in total in a non-equilibrium geometry, with ωB97M-V/def2-TZVPD.

Properties
ΔE to the lowest compared entry with this formula, charge and spin	87.8	kcal/mol
highest occupied orbital energy (spin up / spin down)	-0.287 / -0.287	Ha
calculated total energy	-594.847088	Eh
frontier orbital gap (spin up / spin down)	8.64 / 8.65	eV

Geometry (Å):
C1 1.77576 -0.67967 2.67686
C2 -0.47653 -0.99052 -2.38801
C3 -0.46871 1.69418 -1.31810
C4 -1.86134 -0.38467 0.11049
C5 1.46056 0.35356 1.68109
N1 1.08112 -0.62421 -0.27081
P1 -0.25869 -0.03085 -0.85941
H1 2.00748 -0.11243 3.64548
H2 0.90085 -1.32280 2.86084
H3 2.45569 -1.32821 2.38399
H4 0.20446 -1.82178 -2.39116
H5 -1.60221 -1.15589 -2.32764
H6 -0.30748 -0.45895 -3.34456
H7 0.43778 2.13703 -1.61041
H8 -1.13450 1.89971 -2.15189
H9 -0.61462 2.11108 -0.35279
H10 -1.83277 -1.04982 0.89419
H11 -2.13408 0.63840 0.38325
H12 -2.58542 -0.64619 -0.72451
H13 2.44584 0.99889 1.43433
H14 0.50678 0.77313 1.66878

Atomic forces in eV per Å
-4.227 2.580 2.552
-1.881 1.155 -0.606
-0.012 -0.516 -0.050
-0.046 2.853 -4.139
3.206 -0.555 -4.173
1.061 1.710 3.119
0.411 -2.155 0.143
0.034 -1.043 -1.091
0.005 0.397 0.178
3.883 -2.578 -1.222
-0.288 -0.715 0.296
1.560 -0.790 -0.641
0.038 0.156 0.673
1.653 0.085 -0.541
-0.748 0.033 0.577
-1.092 1.178 0.610
0.254 -1.508 1.562
-0.393 -0.287 0.634
0.528 -0.016 1.403
-2.894 -1.184 0.250
-1.053 1.200 0.467



Entry 5:
Computed, not measured: a cluster of 2 separate species, C5H14NPS2 in total in a non-equilibrium geometry, with ωB97M-V/def2-TZVPD.

Properties
ΔE to the lowest compared entry with this formula, charge and spin	10.2	kcal/mol
highest occupied orbital energy	-0.287	Ha
calculated total energy	-1391.306775	Eh
frontier orbital gap	8.50	eV
SMILES	CSP(S)N(C)C.C=C

Geometry (Å):
C1 0.04212 -3.26550 0.69829
S1 1.51711 -2.19188 0.64024
P1 0.18657 -0.66202 0.03180
S2 0.07579 -1.31533 -2.07888
N1 1.29654 0.64392 -0.18255
C2 1.72912 1.18611 1.14540
C3 1.50804 1.43611 -1.32431
H1 0.25081 -3.95928 1.59018
H2 0.07937 -3.86472 -0.13710
H3 -0.87191 -2.71315 0.66221
H4 -1.14848 -0.92238 -2.18968
H5 2.80347 1.45340 1.12833
H6 1.13552 2.08950 1.38596
H7 1.62245 0.32587 1.74154
H8 2.48962 1.30724 -1.61589
H9 0.78364 1.10058 -2.18131
H10 1.21635 2.43733 -0.99523
C4 -2.79590 1.20612 0.85481
C5 -2.15499 1.04902 -0.28577
H11 -2.15473 1.68526 1.56513
H12 -3.70175 0.62591 1.16168
H13 -1.30292 1.78218 -0.49618
H14 -2.60586 0.56571 -1.11865

Atomic forces in eV per Å
2.046 -1.171 2.802
-0.402 0.072 0.058
1.308 0.575 -1.583
1.057 -0.320 1.008
-0.664 -1.509 2.320
0.154 0.654 -2.618
-3.627 0.143 -0.966
-1.081 1.168 -1.070
-0.023 -1.346 -2.004
-0.650 0.275 0.648
-1.456 0.419 -0.312
-0.460 -0.084 -0.078
0.187 -0.526 0.394
-0.220 -0.424 1.783
2.194 0.422 -1.084
1.542 0.774 1.498
0.484 0.521 -0.751
0.015 -1.367 0.596
0.250 2.442 -0.855
-0.583 0.587 0.982
0.915 0.784 -0.321
-0.902 -1.553 0.213
-0.083 -0.535 -0.661



Entry 6:
Computed, not measured: the ion C5H14NS with charge +1, with ωB97M-V/def2-TZVPD.

Properties
ΔE to the lowest compared entry with this formula, charge and spin	39.8	kcal/mol
highest occupied orbital energy	-0.439	Ha
calculated total energy	-651.549141	Eh
frontier orbital gap	8.00	eV
charge	+1

Geometry (Å):
N1 3.39458 -0.38220 -0.38948
C1 2.06444 -0.43021 0.20370
C2 1.20763 0.74386 -0.27967
C3 0.01693 1.05048 0.62563
C4 -1.05851 -0.05237 0.61664
C5 -2.09836 0.25701 -0.45346
S1 -3.10997 -1.24320 -0.78929
H1 3.43494 -0.86551 -1.27632
H2 4.08414 -0.81165 0.21032
H3 2.16764 -0.36266 1.28946
H4 1.55343 -1.38097 -0.00035
H5 0.85421 0.55595 -1.30178
H6 1.85672 1.61820 -0.33870
H7 -0.43927 1.99713 0.31893
H8 0.35784 1.20324 1.65087
H9 -0.59075 -1.01964 0.41181
H10 -1.55568 -0.13386 1.58613
H11 -2.77947 1.05573 -0.17041
H12 -1.63734 0.48734 -1.41451
H13 -3.39001 -1.57724 0.48829
H14 -4.33313 -0.70942 -0.98781

Atomic forces in eV per Å
0.009 -0.009 0.002
-0.049 0.004 -0.045
-0.029 -0.025 -0.026
-0.047 0.019 -0.042
-0.007 -0.085 0.015
0.040 0.100 -0.064
-0.019 -0.021 0.153
-0.030 0.040 -0.057
0.011 -0.020 0.034
0.046 0.048 -0.008
-0.020 -0.022 0.066
0.085 0.011 -0.019
-0.040 0.005 0.032
-0.008 -0.003 0.062
0.023 -0.061 -0.010
0.007 0.006 0.036
-0.014 0.033 -0.027
0.026 0.009 0.014
-0.040 -0.033 -0.013
0.015 -0.012 -0.029
0.039 0.016 -0.076



Repeat the first record exactly.
Computed, not measured: the molecule C5H14NOP, with ωB97M-V/def2-TZVPD.

Properties
ΔE to the lowest compared entry with this formula, charge and spin	16.0	kcal/mol
highest occupied orbital energy	-0.289	Ha
calculated total energy	-670.227216	Eh
frontier orbital gap	8.99	eV
SMILES	COCCNP(C)C

Geometry (Å):
C1 -1.85443 2.44467 0.92166
O1 -1.70321 1.18465 0.29494
C2 -0.87620 1.26312 -0.84587
C3 -0.82737 -0.09644 -1.54427
N1 0.39539 -0.83404 -1.21133
P1 0.35183 -1.58492 0.35709
C4 1.80001 -2.70246 0.12148
C5 1.18152 -0.34136 1.43523
H1 -2.61408 2.33764 1.68579
H2 -0.91283 2.76233 1.37079
H3 -2.18833 3.20650 0.21602
H4 0.14182 1.53118 -0.56761
H5 -1.27146 2.00274 -1.54384
H6 -0.82436 0.08080 -2.61317
H7 -1.73283 -0.63258 -1.25541
H8 0.63050 -1.51833 -1.91858
H9 2.68200 -2.10826 -0.10813
H10 1.58682 -3.32231 -0.74125
H11 1.92932 -3.29844 1.01256
H12 1.92292 0.20866 0.85859
H13 0.46317 0.32560 1.88825
H14 1.71980 -0.90878 2.18704

Atomic forces in eV per Å
0.053 -0.382 -0.109
-0.125 0.178 0.044
-0.078 -0.463 -0.192
0.352 0.236 0.197
-0.058 0.091 0.284
-0.055 -0.342 0.246
-0.394 0.755 -0.384
0.190 -0.273 -0.569
-0.044 -0.050 0.199
0.109 0.142 0.101
0.006 0.091 -0.171
0.198 0.271 0.033
-0.073 0.266 -0.003
-0.096 -0.082 -0.241
-0.176 -0.120 -0.123
-0.067 0.051 -0.027
0.233 -0.036 0.128
0.008 -0.424 -0.023
0.163 -0.237 0.128
0.026 0.162 -0.064
-0.124 0.181 0.164
-0.049 -0.017 0.382